[1]
C48H37BrLiNP2SSi | ωB97M-V/def2-TZVPD

The geometry in XYZ format:
```
92
Properties=species:S:1:pos:R:3:forces:R:3:mulliken_charge:R:1
Li 0.597 0.079 -0.664 0.0 0.0 -0.1 1.002
C -0.064 0.549 2.679 0.0 0.1 -0.1 -1.189
Si -1.776 0.520 1.749 0.0 0.0 0.4 1.864
C -2.219 2.325 2.294 0.2 0.2 -0.2 0.231
C -2.970 2.835 3.356 0.0 0.0 0.0 -0.374
C -3.098 4.204 3.572 0.0 0.0 0.0 -0.719
C -2.465 5.106 2.730 0.0 0.0 0.0 -0.775
C -1.705 4.631 1.666 0.0 0.0 -0.1 -0.255
C -1.579 3.267 1.447 -0.1 -0.4 0.0 -0.294
P -0.703 2.534 -0.042 -0.1 0.6 -0.1 1.114
C -2.008 2.983 -1.282 0.1 0.0 0.2 0.755
C -2.030 4.186 -1.981 0.0 0.1 0.0 -0.366
C -3.076 4.488 -2.845 0.0 0.0 0.0 -0.657
C -4.120 3.590 -3.017 0.0 0.0 0.0 -0.580
C -4.108 2.389 -2.320 0.0 0.0 0.0 -0.599
C -3.065 2.090 -1.458 0.1 -0.1 -0.1 -0.267
C 0.629 3.760 -0.390 -0.1 -0.1 0.1 0.273
C 1.139 3.860 -1.686 0.0 0.0 -0.1 -0.688
C 2.287 4.591 -1.949 0.0 0.0 0.0 -0.694
C 2.966 5.223 -0.915 0.0 0.0 0.0 -0.584
C 2.494 5.100 0.385 0.0 0.0 0.0 -0.748
C 1.341 4.369 0.644 0.0 0.1 0.0 -0.763
C -2.517 -0.863 2.870 0.1 -0.2 -0.2 0.029
C -3.403 -0.888 3.947 0.1 0.0 0.0 -0.622
C -3.759 -2.081 4.575 0.0 0.0 0.0 -0.800
C -3.207 -3.277 4.151 0.0 0.0 0.0 -0.798
C -2.340 -3.289 3.059 0.0 0.0 0.0 -0.708
C -2.030 -2.112 2.393 0.0 0.3 -0.1 0.114
P -1.060 -2.051 0.770 -0.3 -0.5 0.1 0.606
C -2.442 -2.331 -0.425 0.1 0.0 0.1 0.451
C -2.129 -2.776 -1.709 0.1 0.0 0.0 -0.273
C -3.121 -2.983 -2.654 -0.1 0.0 0.0 -0.640
C -4.451 -2.745 -2.330 0.1 0.0 0.0 -0.550
C -4.773 -2.286 -1.062 0.1 0.0 0.0 -0.687
C -3.774 -2.079 -0.116 -0.1 0.0 0.0 -0.182
C -0.375 -3.793 0.802 0.0 0.1 0.0 -0.106
C -1.060 -4.954 0.444 -0.1 -0.1 0.0 -0.161
C -0.433 -6.193 0.473 0.0 0.0 0.0 -0.613
C 0.897 -6.297 0.864 0.0 0.0 0.0 -0.494
C 1.592 -5.152 1.227 -0.1 0.0 0.0 -0.574
C 0.960 -3.914 1.187 0.1 0.0 0.0 -0.480
H -0.218 0.865 3.715 0.0 0.0 0.0 0.319
H 0.644 1.248 2.219 -0.1 0.0 0.0 0.296
H 0.414 -0.435 2.690 -0.1 0.0 0.0 0.304
H -3.464 2.155 4.042 0.0 0.0 0.0 0.218
H -3.694 4.567 4.403 0.0 0.0 0.0 0.391
H -2.570 6.173 2.890 0.0 0.0 0.0 0.382
H -1.221 5.335 0.997 0.0 0.0 0.0 0.364
H -1.229 4.903 -1.857 0.0 0.0 0.0 0.365
H -3.067 5.426 -3.387 0.0 0.0 0.0 0.386
H -4.927 3.816 -3.704 0.0 0.0 0.0 0.337
H -4.899 1.664 -2.464 0.0 0.0 0.0 0.435
H -3.045 1.140 -0.933 0.0 0.0 0.0 0.028
H 0.646 3.334 -2.496 0.0 0.0 0.0 0.475
H 2.664 4.645 -2.963 0.0 0.0 0.0 0.385
H 3.869 5.787 -1.118 0.0 0.0 0.0 0.355
H 3.029 5.563 1.205 0.0 0.0 0.0 0.384
H 0.999 4.260 1.667 0.0 0.0 0.0 0.410
H -3.827 0.039 4.317 0.0 0.0 0.0 0.266
H -4.461 -2.072 5.402 0.0 0.0 0.0 0.374
H -3.458 -4.206 4.652 0.0 0.0 0.0 0.375
H -1.928 -4.233 2.725 0.0 0.0 0.0 0.346
H -1.091 -2.927 -1.984 0.0 0.0 0.0 0.401
H -2.850 -3.297 -3.653 0.0 0.0 0.0 0.389
H -5.227 -2.893 -3.072 0.0 0.0 0.0 0.315
H -5.805 -2.074 -0.804 0.0 0.0 0.0 0.348
H -4.036 -1.705 0.865 0.0 0.0 0.0 0.270
H -2.099 -4.891 0.141 0.0 0.0 0.0 0.472
H -0.984 -7.080 0.182 0.0 0.0 0.0 0.379
H 1.388 -7.263 0.878 0.0 0.0 0.0 0.347
H 2.633 -5.213 1.520 0.0 0.0 0.0 0.415
H 1.519 -3.021 1.445 0.0 0.0 0.0 0.195
Br 2.968 -0.124 1.492 0.1 -0.1 -0.1 -0.138
C 4.308 0.030 0.146 -0.1 0.0 0.0 0.489
C 5.606 -0.072 0.552 0.1 0.0 -0.1 -0.689
C 6.644 0.105 -0.392 -0.1 0.0 0.1 -0.436
C 6.334 0.398 -1.686 -0.1 0.0 0.0 -0.881
C 4.983 0.504 -2.111 0.1 0.0 -0.1 1.040
C 4.680 0.825 -3.456 0.0 0.0 0.1 -0.866
C 3.374 0.908 -3.844 -0.1 0.0 0.1 -0.937
C 2.329 0.661 -2.920 0.1 0.0 -0.1 0.047
C 2.521 0.346 -1.583 0.0 0.1 0.0 -0.685
C 3.904 0.292 -1.200 0.0 0.0 0.2 0.315
H 5.833 -0.272 1.591 0.0 0.0 0.0 0.388
H 7.677 0.019 -0.075 0.0 0.0 0.0 0.335
H 7.119 0.560 -2.418 0.0 0.0 0.0 0.285
H 5.494 0.995 -4.154 0.0 0.0 0.0 0.266
H 3.130 1.151 -4.875 0.0 0.0 0.0 0.392
H 1.318 0.706 -3.313 0.0 0.0 0.0 0.160
S -2.000 -0.039 -4.636 0.2 0.0 0.3 -0.514
C -1.259 -0.044 -3.152 -0.2 0.0 -0.4 0.037
N -0.740 -0.055 -2.109 0.1 0.0 0.0 -0.532
```
Forces are in eV/Å.

Summary:
E_HOMO (eV): -0.7
Multiplicity: 1
Maximum force (eV/A): 0.65
Calculated total energy (eV): -159406.59624
Net charge: -2
Energy above the lowest of the compared OMol25 structures with the same formula, charge and spin (kcal per mole): 8.0
Gap between HOMO and LUMO (hartree): 0.184

[2]
C11H44N12O11 | ωB97M-V/def2-TZVPD

The geometry in XYZ format:
```
78
Properties=species:S:1:pos:R:3:forces:R:3:mulliken_charge:R:1
N -1.725 2.341 -2.414 -2.1 2.6 1.0 -0.087
C -1.580 1.659 -3.547 -3.1 0.8 -6.7 0.199
N -0.863 0.490 -3.459 0.1 -1.1 -2.3 -0.106
O -2.183 2.112 -4.707 3.5 -2.4 5.5 -0.751
H -2.330 3.235 -2.351 1.5 -2.1 -0.8 0.271
H -1.785 1.785 -1.577 0.3 0.1 0.2 0.106
H -0.656 -0.027 -4.410 -0.9 1.6 2.9 0.266
H -0.725 -0.037 -2.560 0.2 0.6 -1.0 -0.068
N 0.630 -4.653 1.974 2.1 1.3 2.8 -0.468
C 0.662 -3.511 1.274 0.2 5.3 3.9 0.553
N -0.074 -3.514 0.195 -1.5 -0.9 -2.8 0.119
O 1.081 -2.323 1.779 -1.1 -5.6 -2.1 -0.629
H 1.185 -4.599 2.835 -0.4 -0.1 -0.6 0.310
H 0.537 -5.548 1.613 -0.3 -1.5 -1.1 0.179
H -0.306 -2.623 -0.222 0.0 0.6 -0.1 -0.567
H -0.591 -4.335 -0.178 0.8 1.0 0.8 0.306
N 0.350 4.451 0.890 2.5 1.5 6.1 -0.134
C -0.131 4.252 -0.255 -6.3 5.6 -6.9 0.216
N 0.337 3.234 -0.905 0.0 -2.2 -2.0 -0.208
O -1.053 5.182 -0.815 3.9 -4.6 2.8 -0.807
H 0.034 5.232 1.455 0.2 0.1 -0.6 0.290
H 1.151 3.863 1.220 -0.5 0.9 -0.7 0.258
H -0.168 3.027 -1.782 0.5 0.4 0.5 0.544
H 0.535 2.365 -0.373 0.6 1.1 -0.6 0.171
N -1.580 0.721 -0.088 -2.2 0.4 -0.1 1.038
C -0.330 0.332 -0.194 1.5 -5.0 -1.3 0.093
N 0.600 0.961 0.535 1.9 -1.4 -0.5 0.590
O -0.043 -0.761 -0.970 -0.9 4.2 2.7 -0.629
H -2.277 0.109 -0.541 1.0 0.2 0.7 0.398
H -1.935 1.378 0.651 0.9 -0.9 -1.1 0.029
H 1.607 0.509 0.545 -2.1 0.7 -0.4 -0.587
H 0.366 1.557 1.302 -0.5 0.0 0.3 0.199
N -2.363 2.052 2.098 -7.6 -0.7 -2.3 -0.421
C -1.360 1.823 2.816 4.0 -7.0 7.4 0.345
N -0.446 2.732 2.699 3.9 0.4 2.6 -0.385
O -1.203 0.668 3.639 -0.8 6.3 -4.6 -0.668
H -3.094 1.302 2.256 0.7 1.6 -0.3 0.347
H -2.626 3.019 1.898 -0.2 -0.6 0.0 0.260
H 0.369 2.531 3.275 -0.3 0.2 0.0 0.127
H -0.310 3.526 2.089 -1.0 -0.2 -0.5 0.348
N 2.787 -0.432 0.621 -0.4 -2.7 -3.4 -0.227
C 3.858 0.347 0.525 -0.9 0.0 -11.9 0.341
N 4.310 0.786 1.610 3.7 2.4 6.5 -0.371
O 4.223 0.781 -0.776 -1.1 -2.1 7.2 -0.721
H 2.511 -1.136 -0.230 0.6 1.7 1.7 0.161
H 2.444 -0.727 1.487 -0.3 -1.0 1.6 0.345
H 5.153 1.337 1.563 0.0 0.2 -0.3 0.289
H 4.250 0.300 2.527 -0.3 0.2 -1.3 0.239
C -0.588 -3.248 -2.694 -0.2 -0.5 0.7 -0.180
O -1.132 -3.807 -3.837 -1.3 -1.7 -0.7 -0.581
H -1.326 -2.723 -2.091 -0.1 -0.1 0.3 -0.176
H 0.120 -2.526 -2.960 1.0 1.3 -0.7 0.320
H 0.013 -3.956 -2.126 -0.3 -0.4 0.1 0.254
H -1.673 -4.605 -3.599 0.8 1.3 -0.4 0.327
C -3.933 -0.193 -1.891 -3.8 -0.8 -2.2 -1.175
O -3.138 -1.118 -1.265 0.9 -1.3 0.8 -0.693
H -4.177 0.747 -1.407 0.9 0.1 0.6 0.369
H -4.947 -0.682 -1.964 0.5 0.8 -0.2 0.383
H -3.622 -0.051 -2.917 0.2 0.6 -0.3 0.367
H -3.439 -1.999 -1.545 0.4 0.6 0.3 0.387
C 3.347 -3.302 -1.067 -1.1 1.5 -0.4 -1.053
O 2.191 -2.452 -1.265 1.0 0.5 0.4 -0.651
H 3.100 -4.184 -1.538 -0.3 -2.5 -0.7 0.500
H 3.642 -3.452 -0.045 0.0 0.1 0.6 0.260
H 4.138 -2.892 -1.660 0.5 0.6 0.0 0.314
H 1.382 -2.837 -0.898 0.5 -0.1 0.0 0.261
C 3.348 3.852 2.381 0.4 0.4 -1.7 -0.897
O 2.522 3.069 1.527 -0.3 0.7 0.6 -0.673
H 3.719 3.288 3.198 0.0 -0.4 1.1 0.361
H 2.748 4.700 2.655 0.0 0.4 0.5 0.387
H 4.226 4.198 1.816 -0.2 0.1 0.1 0.215
H 2.883 2.201 1.523 0.5 -1.2 -0.3 0.356
C -3.137 -2.470 1.373 3.6 0.5 -1.4 -0.344
O -2.132 -1.776 2.075 -0.6 1.0 1.2 -0.502
H -3.805 -2.838 2.025 -2.0 -1.8 2.7 0.471
H -2.539 -3.231 0.880 -1.0 -0.7 -0.7 0.114
H -3.730 -1.877 0.733 -0.2 0.8 -1.1 0.051
H -1.315 -1.641 1.594 0.1 -0.1 -0.3 0.125
```
Forces are in eV/Å.

Summary:
E_HOMO (eV): -8.4
Multiplicity: 1
Maximum force (eV/A): 11.98
Calculated total energy (eV): -52519.20661
SMILES: NC(N)=O.NC(N)=O.NC(N)=O.NC(N)=O.NC(N)=O.NC(N)=O.CO.CO.CO.CO.CO
Energy above the lowest of the compared OMol25 structures with the same formula, charge and spin (kcal per mole): 220.3
Gap between HOMO and LUMO (hartree): 0.301

[3]
C27H27BF4N4OTi | ωB97M-V/def2-TZVPD

The geometry in XYZ format:
```
65
Properties=species:S:1:pos:R:3:forces:R:3:mulliken_charge:R:1
Ti 0.153 0.191 0.454 -0.2 -0.5 0.1 -0.044
C -0.156 0.883 3.481 0.0 0.0 0.2 -1.502
N -0.545 1.043 2.065 0.4 -0.1 -0.1 0.740
C -1.632 1.834 1.836 -0.4 0.2 -0.2 -0.110
C -2.258 1.680 0.639 0.4 0.0 0.4 0.097
C -3.243 2.422 -0.065 -0.3 0.0 -0.3 -1.129
C -3.474 2.147 -1.373 -0.1 0.2 0.2 -0.856
C -2.602 1.276 -2.137 0.3 -0.1 0.0 0.581
N -1.780 0.478 -0.028 -0.6 0.6 -0.2 0.308
C 0.486 2.105 4.100 0.0 0.0 -0.1 0.672
C 1.472 2.827 3.435 0.0 0.0 0.1 0.722
C 2.065 3.923 4.045 0.0 0.0 0.0 -0.480
C 1.684 4.301 5.325 0.0 0.0 0.0 -0.637
C 0.702 3.585 5.991 0.0 0.0 0.0 -0.679
C 0.103 2.493 5.378 0.0 0.0 0.0 -0.643
H 0.506 0.026 3.569 0.0 0.0 -0.1 0.256
H -1.053 0.634 4.050 0.0 -0.1 0.0 0.574
H -1.998 2.500 2.611 0.2 0.1 0.0 0.525
H -3.780 3.218 0.437 0.0 -0.1 0.0 0.517
H -4.256 2.677 -1.902 0.0 0.0 0.0 0.458
H -3.400 0.280 -3.836 0.0 0.0 0.0 0.375
H 1.780 2.517 2.445 0.0 0.0 -0.1 -0.187
H 2.833 4.488 3.531 0.0 0.0 0.0 0.373
H 2.154 5.152 5.800 0.0 0.0 0.0 0.413
H 0.400 3.876 6.988 0.0 0.0 0.0 0.407
H -0.664 1.935 5.905 0.0 0.0 0.0 0.406
O 1.964 -0.501 -0.621 0.1 -0.1 -0.1 -0.146
C 2.677 -0.054 -1.803 0.0 0.1 -0.2 -0.245
C 2.433 -0.954 -3.002 -0.1 0.0 0.1 -0.665
C 0.984 -1.455 -3.094 0.1 0.2 0.0 -1.594
C -0.074 -0.390 -2.963 0.0 -0.1 0.1 1.372
C -0.422 0.365 -4.150 0.0 0.0 -0.1 -0.611
C -1.518 1.085 -4.414 0.0 0.0 0.0 -0.660
C -2.794 1.167 -3.626 0.1 0.0 0.0 -1.123
C -1.657 0.583 -1.463 -0.4 0.2 -0.3 0.474
N -0.565 -0.198 -1.778 -0.1 -0.1 0.2 -0.001
H 2.044 -1.462 -0.565 0.1 -0.1 0.2 0.293
H 3.738 -0.004 -1.570 0.0 0.0 0.1 0.452
H 2.324 0.953 -2.005 -0.1 0.0 0.1 -0.048
H 3.092 -1.823 -2.963 0.0 0.0 -0.1 0.321
H 2.700 -0.393 -3.900 0.1 0.0 0.0 0.453
H 0.791 -2.196 -2.320 0.0 -0.1 0.0 0.445
H 0.858 -1.951 -4.056 -0.1 0.0 0.0 0.522
H 0.341 0.329 -4.923 0.0 0.0 0.0 0.416
H -1.531 1.626 -5.354 0.0 0.0 0.0 0.473
H -3.372 2.020 -3.974 0.0 0.0 0.0 0.461
H -2.381 -0.312 0.223 0.1 -0.1 0.1 0.208
F 2.217 -0.142 1.937 0.0 -0.3 0.3 0.021
B 2.552 -1.379 2.392 0.2 0.2 -0.1 0.300
F 0.071 -1.468 0.952 0.3 -1.1 0.2 -0.468
F 2.890 -2.283 1.498 -0.1 0.2 0.2 -0.210
F 2.547 -1.595 3.675 -0.1 0.0 -0.2 -0.176
N 0.918 1.989 -0.123 0.6 0.8 -0.4 0.097
C 1.609 2.857 -0.434 -0.2 0.1 0.0 0.718
C 2.459 3.918 -0.809 0.3 0.3 -0.1 0.073
C 3.364 4.428 0.132 -0.1 -0.2 0.0 -0.249
C 4.210 5.453 -0.237 0.1 0.1 0.0 -0.751
C 4.160 5.965 -1.529 0.0 0.0 0.0 -0.353
C 3.259 5.458 -2.462 0.0 0.1 -0.1 -0.732
C 2.405 4.434 -2.112 -0.1 -0.1 0.0 -0.450
H 3.392 4.012 1.131 0.0 0.0 0.0 0.375
H 4.910 5.858 0.482 0.0 0.0 0.0 0.440
H 4.830 6.765 -1.815 0.0 0.0 0.0 0.430
H 3.224 5.870 -3.461 0.0 0.0 0.0 0.421
H 1.695 4.033 -2.825 0.0 0.0 0.0 0.561
```
Forces are in eV/Å.

Summary:
E_HOMO (spin up / spin down) (eV): -13.4 / -13.4
Multiplicity: 1
Maximum force (eV/A): 1.19
Calculated total energy (eV): -71099.02985
Net charge: +2
Energy above the lowest of the compared OMol25 structures with the same formula, charge and spin (kcal per mole): 54.0
Gap between HOMO and LUMO (spin up / spin down) (hartree): 0.235 / 0.235

[4]
C7H12N2 | ωB97M-V/def2-TZVPD

The geometry in XYZ format:
```
21
Properties=species:S:1:pos:R:3:forces:R:3:mulliken_charge:R:1
C 2.043 0.428 -0.574 0.7 -1.2 1.4 -1.491
C 1.156 -0.426 -0.021 0.4 0.7 -0.9 0.891
C 0.993 -1.845 -0.472 0.1 -0.1 0.0 -1.307
C 0.099 0.081 0.878 0.1 0.2 0.0 0.158
C 0.312 0.496 2.118 0.0 0.1 -0.1 -1.035
C -1.220 0.133 0.198 -0.4 0.6 -0.3 0.541
N -2.132 -0.865 0.597 -0.2 -0.3 0.2 -0.531
C -1.485 0.998 -0.802 0.1 -1.0 0.5 -0.436
N -0.573 1.899 -1.332 2.3 -0.1 0.3 -0.528
H 2.274 1.367 -0.090 -0.4 0.4 -0.2 0.377
H 2.839 0.047 -1.195 -0.1 -0.1 -0.5 0.352
H 1.065 -2.512 0.388 0.0 -0.1 0.0 0.296
H 1.758 -2.118 -1.195 0.0 0.0 0.0 0.411
H 0.008 -1.999 -0.912 0.0 0.0 0.0 0.286
H -0.484 0.902 2.724 -0.2 0.0 0.0 0.326
H 1.299 0.486 2.553 0.2 -0.1 0.1 0.332
H -2.105 -1.045 1.592 -0.1 0.1 0.0 0.242
H -3.076 -0.690 0.284 0.0 0.0 0.1 0.231
H -2.463 0.979 -1.273 0.0 0.0 0.0 0.321
H 0.454 1.571 -1.164 -2.5 0.9 -0.8 0.307
H -0.761 2.113 -2.304 0.2 0.0 0.2 0.256
```
Forces are in eV/Å.

Summary:
E_HOMO (eV): -7.0
Multiplicity: 1
Maximum force (eV/A): 2.78
Calculated total energy (eV): -10431.93539
SMILES: C=C(C)C(=C)/C(N)=C\N
Energy above the lowest of the compared OMol25 structures with the same formula, charge and spin (kcal per mole): 35.6
Gap between HOMO and LUMO (hartree): 0.295